Record 1
Here is a gas-phase ion, CH4N3 (charge +1) in a non-equilibrium geometry from the OMol25 dataset. Energies are from ωB97M-V/def2-TZVPD.

Each line ends with the Löwdin charge.
Element x y z (Å)
N1 1.421 -0.068 -0.099  0.25
N2 -1.079 0.836 0.130  0.22
N3 -1.043 -0.679 0.035  0.20
C1 0.019 0.043 0.005  -0.28
H1 -1.506 -1.352 0.624  0.17
H2 1.956 -0.858 -0.130  0.09
H3 -1.776 1.203 -0.505  0.15
H4 2.006 0.874 -0.061  0.21

The HOMO energy comes out at -15.9 eV. Its charge is +1. Its SMILES is [NH2+]=C1NN1. Its max |F| is 8.5 eV Å⁻¹. The gap between HOMO and LUMO comes out at 11.13 eV. The calculation puts the lowest unoccupied orbital energy at -4.76 eV. As for the energy above the lowest of the compared OMol25 structures with the same formula, charge and spin: 3.5857 eV.



Record 2
Here is 2 unconnected molecules or ions with the total composition C6H12N in a non-equilibrium geometry from the OMol25 dataset. Energies are from ωB97M-V/def2-TZVPD.

Each line ends with the Löwdin charge.
Element x y z (Å)
N1 -0.233 1.100 -0.358  0.20
C1 1.759 -0.905 0.815  -0.17
C2 -0.769 0.760 -1.439  -0.15
C3 2.907 -0.415 0.941  0.04
C4 -0.543 -1.387 1.745  -0.05
C5 -1.896 1.461 -1.881  -0.04
C6 0.585 -1.442 0.720  -0.18
H1 -1.577 2.289 -2.618  0.15
H2 0.516 -2.117 -0.224  0.16
H3 -1.371 -0.835 1.346  0.06
H4 -0.275 2.002 0.077  0.16
H5 0.575 0.433 0.021  0.13
H6 -0.920 -2.319 1.799  0.04
H7 -0.306 -0.851 2.666  0.10
H8 3.845 -0.835 1.201  0.08
H9 3.191 0.526 0.523  0.07
H10 -0.513 -0.294 -1.772  0.18
H11 -2.328 1.985 -1.062  0.09
H12 -2.646 0.844 -2.501  0.14

The HOMO energy comes out at -13.6 eV. Its charge is +1. Its max |F| is 5.2 eV Å⁻¹. The gap between HOMO and LUMO comes out at 9.03 eV. The calculation puts the lowest unoccupied orbital energy at -4.53 eV. As for the energy above the lowest of the compared OMol25 structures with the same formula, charge and spin: 3.2752 eV.



Record 3
Here is C5H7BrN2S in the gas phase in a non-equilibrium geometry from the OMol25 dataset. Energies are from ωB97M-V/def2-TZVPD.

Each line ends with the Löwdin charge.
Element x y z (Å)
Br1 -2.449 -1.061 -1.102  0.78
S1 -0.949 2.409 0.630  0.80
N1 -0.048 -1.570 0.302  -0.29
N2 1.044 -1.042 0.778  0.00
C1 0.120 -2.977 -0.058  -0.02
C2 -1.050 -0.736 0.025  -0.64
C3 -0.274 0.793 0.671  -0.48
C4 0.956 0.290 1.034  -0.19
C5 0.087 3.159 -0.648  -0.38
H1 -0.550 3.219 -1.542  0.03
H2 1.856 0.796 1.184  0.09
H3 -0.701 -3.540 0.480  0.11
H4 0.148 4.172 -0.246  0.02
H5 0.976 2.539 -0.647  0.03
H6 -0.271 -3.183 -1.063  0.07
H7 1.106 -3.265 0.202  0.08

The HOMO energy comes out at -7.9 eV. Its SMILES is CSc1cnn(C)c1Br. Its max |F| is 6.3 eV Å⁻¹. The gap between HOMO and LUMO comes out at 8.41 eV. The calculation puts the lowest unoccupied orbital energy at 0.52 eV. As for the energy above the lowest of the compared OMol25 structures with the same formula, charge and spin: 1.7998 eV.



Record 4
Here is a gas-phase ion, C4H3ClNS (charge -1) in a non-equilibrium geometry from the OMol25 dataset. Energies are from ωB97M-V/def2-TZVPD.

Each line ends with the Löwdin charge.
Element x y z (Å)
Cl1 -1.397 -2.119 0.359  0.43
S1 -1.840 1.722 -0.276  0.54
N1 0.930 -0.821 0.760  -0.07
C1 -0.717 0.646 -0.048  -0.99
C2 0.348 0.578 -0.926  -0.25
C3 -0.525 -0.537 0.885  -0.66
C4 1.318 -0.157 -0.297  -0.28
H1 2.358 -0.234 -0.573  0.09
H2 -1.007 -0.296 1.915  0.11
H3 0.532 1.220 -1.799  0.08

The HOMO energy comes out at -2.9 eV. Its charge is -1. Its SMILES is [S-]C1=CC=N[C@@H]1Cl. Its max |F| is 4.8 eV Å⁻¹. The gap between HOMO and LUMO comes out at 6.68 eV. The calculation puts the lowest unoccupied orbital energy at 3.74 eV. As for the energy above the lowest of the compared OMol25 structures with the same formula, charge and spin: 0.5808 eV.